This record from OMol25 describes a molecular structure, C7H8N2O4STm. The level of theory is the ωB97M-V functional and the def2-TZVPD basis.

- expectation value of S² = 2.003
- total charge = +3
- HOMO-LUMO gap (spin up / spin down) (eV) = 6.82 / 6.88
- spin multiplicity = 3
- LUMO (spin up / spin down) (eV) = -13.8 / -13.8

Each line ends with the Löwdin charge.
Cartesian coordinates (Å):
O (-2.195, 2.497, -0.903)  0.25
C (-1.335, 1.834, -0.499)  -0.01
Tm (0.169, 0.278, 0.493)  1.12
O (2.948, 2.286, -0.519)  0.25
C (2.049, 1.605, -0.279)  0.04
C (-0.438, -0.675, -1.597)  -0.09
O (-1.008, -1.288, -2.387)  0.25
C (1.452, -1.730, 0.339)  0.00
O (1.943, -2.778, 0.344)  0.24
C (-1.783, -3.112, 4.400)  0.00
N (-1.324, -2.552, 3.119)  0.00
C (-1.682, -1.346, 2.655)  -0.72
S (-1.945, -1.187, 0.900)  0.73
N (-1.926, -0.318, 3.496)  0.00
C (-1.195, -0.122, 4.768)  -0.01
H (-2.314, -2.335, 4.960)  0.10
H (-0.911, -3.467, 4.969)  0.12
H (-2.458, -3.953, 4.195)  0.13
H (-1.186, -3.238, 2.372)  0.15
H (-2.142, 0.549, 2.990)  0.13
H (-0.551, 0.764, 4.678)  0.10
H (-1.919, 0.050, 5.575)  0.12
H (-0.579, -1.003, 5.002)  0.10

This record from OMol25 describes a single C7H8N2O5 molecule. The level of theory is the ωB97M-V functional and the def2-TZVPD basis.

- HOMO-LUMO gap (spin up / spin down) (eV) = 8.63 / 8.63
- spin multiplicity = 1
- LUMO (spin up / spin down) (eV) = -0.7 / -0.7
- SMILES = C[C@]1(N=O)C(=O)N(O)O[C@H]1/C=C\C=O

Each line ends with the Löwdin charge.
Cartesian coordinates (Å):
C (-0.324, -1.023, 1.181)  -0.02
C (-1.484, -0.800, 1.717)  -0.06
C (0.082, -0.439, -0.141)  -0.23
C (-2.479, -0.139, 0.908)  -0.30
C (0.071, 1.090, 0.001)  -0.35
C (1.423, 1.339, 0.799)  -0.33
C (0.146, 1.707, -1.380)  0.03
N (-1.029, 1.634, 0.794)  0.02
N (2.034, 0.128, 0.634)  -0.08
O (-2.607, -0.386, -0.296)  0.02
O (-1.157, 2.821, 0.744)  0.11
O (1.466, -0.768, -0.278)  0.02
O (3.413, -0.066, 0.906)  0.13
O (1.870, 2.293, 1.410)  0.12
H (0.379, -1.647, 1.722)  0.13
H (-1.825, -0.896, 2.761)  0.13
H (-0.411, -0.759, -1.142)  0.19
H (-3.282, 0.422, 1.376)  0.12
H (-0.651, 1.184, -2.043)  0.14
H (1.077, 1.441, -1.711)  0.06
H (0.119, 2.762, -1.280)  0.08
H (3.451, 0.268, 1.746)  0.06

This record from OMol25 describes a gas-phase ion, C7H8N3 (charge +1). The level of theory is the ωB97M-V functional and the def2-TZVPD basis.

- total charge = +1
- HOMO-LUMO gap (eV) = 8.68
- spin multiplicity = 1
- LUMO (eV) = -3.8

Each line ends with the Löwdin charge.
Cartesian coordinates (Å):
C (2.329, -1.427, -0.018)  -0.06
C (3.298, -0.485, 0.181)  -0.05
C (0.906, -1.394, -0.107)  -0.07
C (-0.164, -0.515, -0.123)  -0.06
C (0.152, 2.139, -0.097)  -0.11
C (2.941, 0.784, -0.025)  0.03
C (-0.390, 0.854, -0.168)  -0.16
N (1.374, 2.578, 0.087)  0.07
N (2.298, 1.762, -0.118)  0.11
N (-1.920, 1.025, 0.145)  0.17
H (2.555, -2.487, 0.158)  0.12
H (4.369, -0.555, 0.422)  0.14
H (0.593, -2.434, -0.165)  0.10
H (-1.150, -0.994, -0.035)  0.12
H (-0.624, 3.006, -0.034)  0.15
H (-2.417, 1.866, -0.190)  0.17
H (-2.163, 1.000, 1.123)  0.17
H (-2.556, 0.493, -0.423)  0.15

This record from OMol25 describes a molecular structure, C7H8N3O2. The level of theory is the ωB97M-V functional and the def2-TZVPD basis.

- total charge = +1
- HOMO-LUMO gap (eV) = 8.32
- spin multiplicity = 1
- LUMO (eV) = -6.5

Each line ends with the Löwdin charge.
Cartesian coordinates (Å):
C (1.964, 1.141, 0.334)  -0.04
C (0.952, 2.079, 0.550)  0.06
C (1.690, -0.150, -0.005)  0.04
C (-0.412, 1.738, 0.354)  0.04
C (0.361, -0.557, -0.376)  -0.28
C (-0.716, 0.445, -0.077)  -0.17
C (-0.013, -2.084, -0.584)  0.01
N (-1.046, -1.134, 2.215)  0.24
N (-1.435, -0.299, 1.602)  0.12
N (-2.031, 0.261, -0.733)  -0.37
O (-1.976, -0.349, -1.770)  0.13
O (-2.972, 0.738, -0.199)  0.16
H (2.902, 1.550, 0.497)  0.10
H (1.332, 3.045, 1.065)  0.18
H (2.521, -0.984, -0.126)  0.19
H (-1.176, 2.360, 0.519)  0.09
H (0.383, -0.441, -1.537)  0.24
H (-0.727, -2.346, -1.420)  0.12
H (-0.458, -2.457, 0.378)  0.08
H (0.856, -2.557, -0.687)  0.03

Relative energy (zero: lowest compared OMol25 entry of this formula, charge and spin) (kcal per mole)
0.2; 110.3; 85.3; 78.3